Record 1
{"formula": "C19H50BFIN6O5P3S", "method": "ωB97M-V/def2-TZVPD", "orbital_gap_ha": 0.271, "total_energy_ha": -3303.1186, "e_lumo_ev": -0.869, "species": ["C", "P", "C", "C", "I", "O", "C", "C", "P", "N", "B", "N", "O", "N", "C", "C", "O", "P", "N", "S", "O", "O", "F", "H", "H", "H", "H", "H", "H", "H", "H", "H", "H", "H", "H", "H", "H", "H", "H", "H", "H", "H", "H", "C", "C", "N", "C", "C", "C", "C", "H", "H", "H", "H", "H", "H", "H", "H", "H", "H", "H", "H", "H", "H", "H", "C", "C", "N", "C", "C", "C", "C", "H", "H", "H", "H", "H", "H", "H", "H", "H", "H", "H", "H", "H", "H", "H"], "xyz": [[3.122, -1.072, 0.496], [2.841, -2.274, -0.965], [3.135, -1.221, -2.507], [1.081, -2.999, -0.924], [0.838, -3.824, 1.124], [0.146, -1.923, -1.163], [-1.173, -2.430, -1.519], [-2.350, -1.696, -0.661], [-1.455, -0.183, 0.162], [-0.953, 0.903, -0.907], [-2.760, -2.659, 0.625], [-3.057, -4.116, 0.514], [-2.807, -2.105, 1.980], [-3.526, -1.296, -1.503], [-4.411, -2.444, -1.862], [-5.045, -2.128, -3.325], [-6.273, -1.910, -3.499], [-4.412, 0.090, -0.869], [-5.942, 0.186, -1.311], [-1.326, -2.167, -3.366], [-2.181, -3.256, -3.969], [0.066, -2.367, -3.936], [-1.782, -0.627, -3.794], [4.159, -1.315, 0.930], [3.209, -0.009, 0.058], [2.317, -1.129, 1.296], [2.333, -1.300, -3.311], [3.141, -0.115, -2.176], [4.185, -1.462, -2.903], [0.971, -3.893, -1.618], [-1.133, -3.554, -1.343], [-0.342, -0.637, 0.975], [-2.330, 0.503, 1.084], [-1.447, 1.785, -0.659], [-2.562, -4.635, 1.261], [-2.835, -4.497, -0.414], [-2.248, -2.745, 2.488], [-3.841, -3.435, -2.017], [-5.242, -2.672, -1.118], [-4.393, -2.042, -4.265], [-4.397, -0.056, 0.576], [-3.650, 1.261, -1.255], [-6.009, 1.095, -1.814], [-5.287, 4.218, 6.027], [-5.686, 3.332, 4.852], [-4.590, 2.530, 4.320], [-4.902, 1.905, 3.037], [-6.017, 0.861, 3.009], [-3.893, 1.676, 5.276], [-4.720, 0.637, 6.034], [-4.446, 4.865, 5.765], [-6.127, 4.857, 6.310], [-5.015, 3.631, 6.908], [-6.049, 3.997, 4.061], [-6.538, 2.709, 5.153], [-3.991, 1.458, 2.622], [-5.168, 2.701, 2.332], [-5.695, -0.085, 3.443], [-6.299, 0.653, 1.971], [-6.918, 1.196, 3.526], [-3.398, 2.318, 6.012], [-3.065, 1.166, 4.771], [-5.663, 1.042, 6.407], [-4.154, 0.282, 6.901], [-4.935, -0.236, 5.418], [8.510, 1.040, -5.062], [7.742, 1.702, -3.924], [7.126, 0.756, -3.000], [6.171, 1.379, -2.088], [6.709, 2.400, -1.086], [8.019, -0.225, -2.392], [9.205, 0.300, -1.582], [7.875, 0.342, -5.613], [8.859, 1.801, -5.764], [9.390, 0.502, -4.702], [6.952, 2.307, -4.384], [8.410, 2.402, -3.406], [5.633, 0.598, -1.539], [5.402, 1.875, -2.692], [7.246, 1.920, -0.269], [5.875, 2.948, -0.637], [7.366, 3.137, -1.552], [8.410, -0.870, -3.186], [7.436, -0.905, -1.762], [9.723, 1.122, -2.080], [9.934, -0.504, -1.439], [8.901, 0.630, -0.589]]}

=====

Record 2
{"formula": "C19H52BBr3N13O27PSi2", "method": "ωB97M-V/def2-TZVPD", "orbital_gap_ha": 0.251, "total_energy_ha": -12164.6485, "e_lumo_ev": -0.558, "species": ["C", "C", "O", "B", "O", "Si", "N", "N", "C", "C", "C", "O", "Si", "Br", "C", "Br", "C", "C", "Br", "P", "O", "O", "H", "H", "H", "H", "H", "H", "H", "H", "H", "H", "H", "H", "H", "H", "H", "H", "H", "H", "H", "C", "N", "O", "O", "H", "H", "H", "C", "N", "O", "O", "H", "H", "H", "C", "N", "O", "O", "H", "H", "H", "C", "N", "O", "O", "H", "H", "H", "C", "N", "O", "O", "H", "H", "H", "C", "N", "O", "O", "H", "H", "H", "C", "N", "O", "O", "H", "H", "H", "C", "N", "O", "O", "H", "H", "H", "C", "N", "O", "O", "H", "H", "H", "C", "N", "O", "O", "H", "H", "H", "C", "N", "O", "O", "H", "H", "H"], "xyz": [[2.487, -5.249, 1.058], [0.849, -4.909, 1.048], [0.581, -3.536, 0.593], [-0.737, -3.404, -0.057], [-0.969, -4.258, -1.275], [-2.147, -2.168, 0.536], [-2.386, -1.028, -0.877], [-1.660, -1.145, 1.932], [-0.442, -0.541, 1.743], [-0.103, 0.675, 0.694], [0.811, -1.054, 2.709], [-3.583, -3.098, 0.936], [-5.057, -2.138, 0.812], [-4.915, -0.046, 1.714], [-6.519, -3.222, 1.542], [-8.020, -3.832, 0.302], [-6.598, -3.658, 2.974], [-7.805, -4.613, 3.558], [-5.118, -3.060, 4.243], [-5.606, -1.840, -1.339], [-5.601, -3.401, -2.180], [-7.177, -1.100, -1.484], [2.862, -5.389, -0.050], [2.710, -6.219, 1.675], [3.121, -4.374, 1.527], [0.362, -5.753, 0.401], [0.414, -4.999, 2.138], [-0.065, -4.244, -1.741], [-1.407, -0.875, -1.225], [-2.788, -0.154, -0.467], [-1.067, 1.078, 0.123], [0.428, 1.605, 1.179], [0.582, 0.209, -0.162], [0.349, -1.571, 3.655], [1.375, -0.055, 3.034], [1.605, -1.701, 2.142], [-7.659, -4.935, 4.689], [-7.789, -5.628, 2.933], [-8.880, -4.139, 3.493], [-6.098, -3.175, -3.044], [-7.179, -0.136, -1.212], [-5.566, 4.720, 2.829], [-4.687, 3.581, 2.450], [-4.329, 3.511, 1.269], [-4.382, 2.789, 3.349], [-5.752, 5.332, 1.944], [-6.499, 4.302, 3.213], [-5.045, 5.298, 3.595], [1.328, -2.535, -4.778], [1.536, -3.098, -3.417], [1.303, -4.303, -3.261], [1.928, -2.316, -2.543], [0.985, -3.332, -5.441], [0.574, -1.749, -4.698], [2.285, -2.135, -5.119], [3.574, -2.473, 6.017], [3.452, -2.011, 4.608], [3.912, -2.749, 3.729], [2.899, -0.920, 4.425], [4.079, -3.441, 6.029], [4.159, -1.727, 6.559], [2.565, -2.558, 6.424], [4.708, 0.889, -6.310], [3.368, 0.280, -6.524], [2.619, 0.830, -7.340], [3.106, -0.735, -5.868], [4.802, 1.770, -6.949], [4.779, 1.168, -5.257], [5.457, 0.140, -6.574], [-0.637, -6.067, -6.504], [0.630, -5.944, -7.274], [0.834, -4.876, -7.863], [1.385, -6.924, -7.266], [-1.200, -5.136, -6.599], [-1.200, -6.902, -6.926], [-0.372, -6.253, -5.461], [7.397, -0.465, 5.432], [6.767, -1.258, 6.522], [6.773, -2.489, 6.403], [6.284, -0.622, 7.467], [7.778, -1.150, 4.672], [6.629, 0.188, 5.014], [8.212, 0.113, 5.874], [-2.726, 4.702, -1.122], [-2.848, 5.164, -2.531], [-2.388, 4.426, -3.410], [-3.401, 6.255, -2.714], [-2.221, 3.733, -1.110], [-2.141, 5.448, -0.580], [-3.735, 4.616, -0.714], [-0.472, 8.576, -1.992], [-0.264, 8.012, -0.631], [-0.497, 6.808, -0.474], [0.128, 8.795, 0.243], [-0.815, 7.779, -2.655], [-1.226, 9.362, -1.911], [0.485, 8.976, -2.333], [2.963, 2.670, 6.036], [4.230, 2.793, 5.266], [4.434, 3.861, 4.678], [4.985, 1.813, 5.274], [2.400, 3.601, 5.941], [2.400, 1.835, 5.614], [3.228, 2.484, 7.079], [6.134, 3.783, 2.085], [7.013, 2.644, 1.705], [7.371, 2.574, 0.524], [7.318, 1.852, 2.605], [5.948, 4.395, 1.200], [5.201, 3.365, 2.468], [6.655, 4.361, 2.851], [-3.516, 3.415, -5.958], [-3.890, 2.685, -7.199], [-4.131, 3.363, -8.204], [-3.932, 1.451, -7.129], [-3.519, 4.487, -6.164], [-4.255, 3.167, -5.194], [-2.517, 3.081, -5.667]]}